Here is an isolated molecule of C25H29NO6 from OMol25. Energies are from ωB97M-V with the def2-TZVPD basis set.

Properties
SMILES: CCO[C@H]1OC(C(=O)NCc2ccccc2)=C[C@@H](c2ccc3c(c2)OCO3)[C@@H]1CCCO
HOMO-LUMO gap (eV): 8.41
Total energy (eV): -40170.1797
Relative energy (zero: lowest compared OMol25 entry of this formula, charge and spin) (kJ/mol): 327.51

The geometry in XYZ format:
```
61
Properties=species:S:1:pos:R:3:lowdin_charge:R:1
C -1.1335 -0.4105 3.8713 -0.06
C -1.0421 -1.1126 2.5196 -0.23
O -1.4234 -0.2831 1.4327 -0.07
C -0.4704 0.6310 0.9898 -0.32
O 0.7124 -0.0029 0.5524 0.01
C 0.6260 -0.6064 -0.6839 -0.16
C 1.7519 -1.5320 -1.0045 -0.44
O 1.8283 -2.1127 -2.0711 0.07
N 2.6471 -1.6742 -0.0048 0.09
C 3.8660 -2.4372 -0.1519 -0.12
C 5.0750 -1.5395 -0.2157 -0.21
C 5.1422 -0.5499 -1.1898 -0.03
C 6.2346 0.2948 -1.2553 -0.08
C 7.2737 0.1578 -0.3491 -0.10
C 7.2142 -0.8262 0.6220 -0.09
C 6.1172 -1.6683 0.6909 -0.05
C -0.3579 -0.3890 -1.5554 0.04
C -1.4844 0.5580 -1.2989 -0.20
C -2.8049 -0.1502 -1.0665 -0.18
C -3.9743 0.5966 -1.0781 -0.03
C -5.2217 0.0239 -0.8471 0.02
C -5.2510 -1.3272 -0.6061 -0.20
C -4.0811 -2.0854 -0.5979 -0.19
C -2.8501 -1.5251 -0.8285 0.06
O -4.3913 -3.3954 -0.3324 0.03
C -5.7933 -3.4374 -0.1830 -0.16
O -6.3252 -2.1414 -0.3490 0.03
C -1.1217 1.4770 -0.1128 -0.19
C -0.1771 2.6050 -0.5514 -0.14
C -0.8975 3.7599 -1.2568 -0.17
C -1.3812 4.8551 -0.2989 -0.27
O -2.3781 4.4367 0.6013 -0.06
H -0.9495 -1.1291 4.6650 0.08
H -0.3984 0.3871 3.9514 0.07
H -2.1259 0.0139 3.9999 0.08
H -1.7479 -1.9455 2.4806 0.13
H -0.0288 -1.5004 2.3572 0.12
H -0.1236 1.2749 1.8185 0.16
H 2.5447 -1.0858 0.8077 0.14
H 3.7597 -2.9963 -1.0872 0.13
H 3.9574 -3.1435 0.6796 0.12
H 4.3332 -0.4526 -1.8992 0.12
H 6.2789 1.0595 -2.0168 0.10
H 8.1285 0.8158 -0.4015 0.10
H 8.0225 -0.9379 1.3299 0.10
H 6.0744 -2.4354 1.4514 0.11
H -0.3323 -0.9232 -2.4914 0.14
H -1.6067 1.1877 -2.1884 0.15
H -3.9251 1.6584 -1.2689 0.12
H -6.1244 0.6110 -0.8559 0.12
H -1.9564 -2.1249 -0.8148 0.13
H -6.0462 -3.8136 0.8217 0.14
H -6.2252 -4.1128 -0.9398 0.14
H -2.0428 1.8853 0.3073 0.14
H 0.5757 2.1813 -1.2195 0.12
H 0.3569 2.9958 0.3201 0.12
H -0.2175 4.2321 -1.9673 0.11
H -1.7542 3.3804 -1.8147 0.11
H -1.8379 5.6631 -0.8762 0.12
H -0.5205 5.2680 0.2475 0.12
H -1.9966 3.7977 1.2124 0.08
```

***

Here is an isolated molecule of C4H12N2O4S from OMol25. Energies are from ωB97M-V with the def2-TZVPD basis set.

Properties
SMILES: CS(=O)(=O)O[C@H](CN)CON
HOMO-LUMO gap (eV): 9.87
Total energy (eV): -26342.9826
Relative energy (zero: lowest compared OMol25 entry of this formula, charge and spin) (kJ/mol): 292.19

The geometry in XYZ format:
```
23
Properties=species:S:1:pos:R:3:lowdin_charge:R:1
C -1.2975 -0.0399 -2.9496 -0.18
S 0.2144 -0.6059 -2.2482 0.59
O 1.3152 -0.1215 -3.0565 -0.29
O 0.2251 -1.9683 -1.7257 -0.31
O 0.1261 0.3310 -0.9436 -0.24
C 0.5866 -0.3991 0.3008 -0.18
C -0.6639 -0.7647 1.2992 -0.25
N -1.6855 -1.3976 0.5271 -0.03
C 1.4352 0.4920 1.3324 -0.30
O 0.7324 1.5204 1.7264 -0.21
N 1.7415 2.5007 2.1514 0.04
H -1.2327 0.9700 -3.4837 0.09
H -1.7364 -1.0092 -3.5584 0.13
H -2.1646 0.1547 -2.1415 0.11
H 0.9289 -1.3511 0.0336 0.09
H -1.3172 0.1154 1.7744 0.16
H -0.1857 -1.3860 2.1230 0.12
H -2.5900 -1.3817 0.9340 0.05
H -1.3444 -2.4083 0.3063 0.12
H 2.3533 0.7601 0.8904 0.10
H 1.7624 -0.1467 2.2397 0.15
H 1.3629 2.8935 3.0839 0.11
H 1.4341 3.2421 1.3846 0.14
```